# 1
The following is a DFT calculation (wB97M-V/def2-TZVPD) of C4H11NOTl as an isolated structure in a non-equilibrium geometry.

The geometry in XYZ format:
```
18
Properties=species:S:1:pos:R:3:forces:R:3:lowdin_charge:R:1
Tl -23.2373 9.7497 -26.3962 -1.890 1.320 -0.703 1.8458
C -19.5990 9.3963 -28.6236 0.831 0.062 0.799 0.0802
C -20.8530 9.1269 -27.7853 -1.032 -0.704 -0.734 -0.3726
C -20.6010 8.7093 -26.3792 2.397 -0.050 0.061 -0.1289
O -21.8117 8.4641 -25.6316 0.712 -1.162 -1.335 -0.2938
C -21.5376 8.3307 -24.2358 -0.515 0.309 2.599 0.0401
N -21.5941 10.3961 -27.7606 0.485 -0.227 0.560 0.1180
H -19.6199 10.0111 -29.5234 -0.818 -0.055 -0.268 0.1374
H -19.2204 8.4222 -28.9336 0.148 -0.362 -0.118 0.1528
H -18.8648 9.9025 -27.9969 0.208 -0.145 0.186 0.1275
H -21.5468 8.3743 -28.1600 0.249 -0.119 -1.101 0.1689
H -19.9487 9.4511 -25.9184 -0.235 0.204 0.729 0.1744
H -20.0192 7.7877 -26.3672 -0.160 -0.384 -0.011 0.1982
H -21.2924 9.3302 -23.8770 0.254 -0.228 0.429 0.1342
H -20.7326 7.6170 -24.0605 0.163 -0.036 -0.360 0.1576
H -22.4434 7.9502 -23.7639 0.031 0.001 0.020 0.1420
H -21.5829 10.7962 -28.6879 -1.321 0.604 -1.018 0.1740
H -21.1146 11.0433 -27.1512 0.492 0.973 0.266 0.1442
```
Positions in Å, forces in eV/Å.

Calculated values
- Largest force on an atom: 0.052 hartree/bohr
- Calculated total energy: -460.00059 Eh
- E_LUMO: -19.467 eV
- Highest occupied orbital energy: -25.17 eV
- Net charge: +3
- Energy relative to the best compared isomer or geometry (same formula, charge and spin): 50.9 kcal per mole
- Frontier orbital gap: 5.71 eV
- Spin multiplicity: 1


# 2
The following is a DFT calculation (wB97M-V/def2-TZVPD) of H16Na6O12S as an isolated structure in a non-equilibrium geometry.

The geometry in XYZ format:
```
35
Properties=species:S:1:pos:R:3:forces:R:3:lowdin_spin:R:1
Na 12.1817 -5.5254 -16.7278 -0.098 -0.965 -0.227 -0.0001
Na 10.4775 -2.4441 -14.8692 0.199 0.095 1.283 -0.0004
Na 12.2116 -4.4501 -20.5714 0.494 -0.735 -0.222 0.0000
Na 15.6595 -4.2263 -16.8157 0.994 -0.481 -0.161 0.0022
Na 9.6763 -2.2394 -18.3366 -0.121 0.058 -0.438 -0.0002
Na 12.5960 -1.0336 -20.8361 0.451 0.879 -0.356 -0.0001
S 12.8160 -2.7649 -17.8576 2.894 -1.442 0.556 -0.0005
O 13.6420 -3.9648 -17.9839 0.143 -0.897 -0.037 0.0011
O 11.8287 -3.0354 -16.8372 -3.289 -0.078 1.396 0.0006
O 13.6819 -1.6939 -17.4007 -0.145 1.753 0.029 0.0055
O 12.1969 -2.4721 -19.1262 -1.720 0.329 -2.006 0.0010
O 12.4334 0.6946 -17.0252 -0.053 1.398 0.104 0.5177
H 12.9484 -0.0933 -17.1992 1.213 -1.155 -0.653 0.0100
H 11.6110 0.3680 -16.6603 -0.953 0.381 0.516 0.0060
O 10.5241 -0.1553 -20.0387 0.491 -0.987 0.532 0.0040
H 9.6788 -0.1220 -19.5909 -0.564 0.703 -0.484 -0.0001
H 10.7538 0.7621 -20.1865 -0.214 0.903 -0.186 -0.0002
O 9.7328 -5.6789 -17.3753 1.100 0.273 0.202 0.0000
H 9.6627 -5.4345 -18.2981 -0.492 -0.425 -0.517 0.0000
H 9.6748 -4.8489 -16.9021 -0.626 0.087 0.385 0.0000
O 15.2488 -0.7266 -20.1843 -1.381 -0.314 0.039 0.0004
H 15.6791 -1.0885 -19.4096 0.454 0.197 0.184 0.0000
H 15.4318 -1.3600 -20.8783 0.733 0.021 -0.561 0.0000
O 15.8445 -4.7739 -19.4984 -0.278 0.072 0.744 0.0008
H 16.4796 -4.1467 -19.8441 0.728 -0.069 -0.469 0.0000
H 15.0753 -4.2448 -19.2872 -0.317 0.089 -0.159 0.0000
O 12.7548 -6.5992 -19.0974 -0.571 1.279 0.073 0.0000
H 13.5323 -7.1570 -19.0721 0.601 -0.430 -0.141 0.0000
H 12.1716 -7.0287 -19.7233 -0.291 -0.908 -0.056 0.0000
O 12.6605 -1.5291 -14.6097 -0.643 -0.262 -0.420 0.0320
H 12.6905 -1.3765 -15.5541 0.497 -0.110 -0.205 -0.0019
H 13.4345 -1.0804 -14.2693 0.093 0.399 0.858 -0.0006
O 15.9893 -1.5397 -16.4003 1.418 -0.629 0.135 0.4109
H 15.7115 -1.3287 -15.5090 0.380 0.561 1.055 0.0053
H 15.1740 -1.5976 -16.8985 -1.127 0.413 -0.793 0.0066
```
Positions in Å, forces in eV/Å.

Calculated values
- Largest force on an atom: 0.069 hartree/bohr
- Calculated total energy: -2282.49834 Eh
- E_LUMO (spin up / spin down): -16.776 / -22.464 eV
- Highest occupied orbital energy (spin up / spin down): -26.07 / -25.85 eV
- Net charge: +5
- Frontier orbital gap (spin up / spin down): 9.30 / 3.39 eV
- Spin multiplicity: 2


# 3
The following is a DFT calculation (wB97M-V/def2-TZVPD) of a 12-piece molecular cluster, C31H49Cl9O31S4 overall in a non-equilibrium geometry.

The geometry in XYZ format:
```
124
Properties=species:S:1:pos:R:3:forces:R:3:lowdin_charge:R:1
C -19.3558 13.7356 16.4217 0.372 0.678 -0.687 -1.4554
Cl -18.8372 15.1820 17.3525 0.070 -0.845 -0.070 0.5581
Cl -18.0947 13.3328 15.1871 -0.293 0.109 0.572 0.5311
Cl -20.8488 14.1617 15.5935 -0.093 -0.325 0.071 0.5467
H -19.4908 12.8438 17.0337 -0.032 0.388 0.209 -0.0289
C -17.2931 9.2490 16.5623 -0.388 1.593 -0.324 -1.5368
Cl -17.8232 7.7344 17.1424 -0.118 -1.403 0.136 0.6391
Cl -18.1324 10.5150 17.4683 -0.240 0.239 0.606 0.6414
Cl -17.7742 9.4973 14.8754 0.538 -0.302 -0.264 0.5542
H -16.2310 9.4265 16.7315 -0.123 -0.319 -0.426 -0.0062
C -12.0235 10.1379 19.6621 0.501 0.551 -1.269 -1.4774
Cl -11.4585 9.2938 21.0833 0.066 -0.198 -0.116 0.5878
Cl -10.6994 10.4608 18.4563 -0.312 -0.157 0.792 0.5694
Cl -12.7773 11.6634 20.1227 -0.031 -0.090 -0.112 0.6503
H -12.7219 9.5547 19.0618 -0.064 -0.063 0.550 0.0006
C -16.5520 10.8927 11.2895 -1.164 1.068 -0.459 -0.0076
C -16.8139 12.3653 11.6691 0.368 -0.375 -0.580 -0.2552
C -15.6126 13.1307 12.1415 -0.216 -0.544 0.169 -0.1081
O -15.6033 14.2585 11.2726 3.287 0.634 2.323 0.1012
C -16.5144 14.2372 10.3516 -1.271 1.406 -1.629 -0.6318
O -16.6846 15.1358 9.5600 0.156 -1.144 0.585 0.1375
O -17.2339 13.1371 10.4495 -0.995 -2.038 1.305 0.1077
H -17.5518 10.4738 11.1760 0.171 -0.545 0.060 0.0833
H -15.9540 10.3193 11.9978 -0.153 0.260 0.194 0.0800
H -16.0955 10.8655 10.3000 0.213 0.019 0.070 0.0902
H -17.4567 12.4900 12.5406 -1.306 -0.340 -0.929 0.1077
H -14.7647 12.4464 12.1708 0.753 0.678 -0.818 0.1184
H -15.7708 13.3713 13.1928 0.174 0.853 -0.132 0.1047
C -11.5688 12.5270 12.9846 -0.252 0.571 0.457 -0.0026
C -10.5354 13.4008 13.7288 -0.666 -0.845 -0.009 -0.2555
C -10.9923 14.5085 14.6646 -0.294 1.177 -0.118 -0.0365
O -10.4402 14.1839 15.9925 -1.473 1.481 -1.101 0.0777
C -9.7860 13.0594 15.8720 3.073 -1.801 3.273 -0.6414
O -9.0722 12.5279 16.7284 -1.921 1.431 -1.223 0.0733
O -9.8826 12.5477 14.6929 0.260 -1.368 -3.011 0.0919
H -11.0996 11.7570 12.3721 0.264 -0.070 0.349 0.0912
H -12.2060 13.0649 12.2826 0.166 0.502 0.083 0.0827
H -12.2465 12.0917 13.7190 0.062 -0.256 0.004 0.0595
H -9.8484 13.8176 12.9924 0.481 -0.319 0.261 0.1510
H -12.0660 14.6947 14.6408 -0.144 -0.543 0.734 0.1336
H -10.5753 15.4591 14.3322 0.304 -0.006 0.343 0.1327
C -18.1594 15.2890 21.0991 0.839 -1.481 -0.873 0.0008
C -18.3247 13.7694 21.2806 1.805 2.761 3.202 -0.4025
C -19.3480 13.3950 22.3153 -0.494 0.295 -0.531 -0.0743
O -20.3762 12.8286 21.5250 -1.280 -0.768 -0.794 0.0927
C -19.9126 12.6413 20.2904 -1.880 -3.499 -2.611 -0.5404
O -20.3951 11.9115 19.3994 0.817 2.483 2.562 0.0733
O -18.7663 13.2484 20.1343 0.428 -1.126 -3.208 0.0796
H -19.0809 15.7347 20.7245 -0.179 0.232 0.665 0.0974
H -17.4887 15.3169 20.2403 0.317 0.548 0.131 0.0445
H -17.6519 15.7084 21.9678 -0.432 0.380 -0.116 0.0901
H -17.4027 13.3213 21.6509 0.405 0.136 -0.759 0.1239
H -19.7570 14.3448 22.6599 0.099 -0.565 1.337 0.1417
H -18.9615 12.5733 22.9182 -0.312 0.719 0.852 0.1308
C -14.5988 14.5769 24.9389 -0.754 -0.243 0.036 -0.0125
C -14.4901 15.4046 23.6385 0.638 -0.352 2.973 -0.2806
C -13.0704 15.4225 23.1045 1.095 -1.181 3.041 -0.1659
O -13.1941 14.9507 21.8518 -1.335 -0.522 -3.807 0.0557
C -14.5146 14.6434 21.5556 0.620 0.793 -0.399 -0.4925
O -14.8956 14.3973 20.4524 0.245 -0.372 0.611 0.1413
O -15.2873 14.7363 22.6624 0.891 1.001 -0.833 0.0907
H -13.7599 14.6994 25.6239 0.068 0.061 -0.218 0.0862
H -14.7508 13.5255 24.6947 0.808 -0.182 -0.384 0.0864
H -15.5120 14.7007 25.5210 -0.108 0.901 -0.060 0.0771
H -14.6592 16.4639 23.8319 -1.431 -0.080 -0.427 0.1565
H -12.4295 14.7029 23.6139 -0.105 -0.377 0.503 0.1312
H -12.5105 16.3362 23.3036 -0.491 0.612 -1.051 0.1477
C -9.8597 14.2062 20.3523 0.843 -1.503 0.607 -0.0300
C -10.2041 15.3185 19.4458 -1.317 0.627 0.829 -0.2988
C -11.6491 15.3080 18.9408 0.683 -1.494 -0.829 -0.0677
O -12.2593 16.4863 19.4447 -3.346 -1.970 -2.728 0.1069
C -11.4975 17.1498 20.1829 4.124 3.151 2.375 -0.6007
O -11.6872 18.2169 20.7407 -0.148 -1.945 -0.749 0.1240
O -10.2468 16.5467 20.2035 0.584 0.664 0.222 0.0693
H -10.3587 14.2392 21.3208 -0.152 0.149 -0.114 0.0908
H -8.7846 14.1285 20.5144 0.109 0.452 0.236 0.0911
H -10.0544 13.2353 19.8968 -0.436 -0.010 -0.223 0.0607
H -9.5017 15.3006 18.6125 0.069 0.750 0.051 0.1497
H -12.1994 14.4144 19.2356 -0.162 0.253 0.395 0.0987
H -11.5394 15.2369 17.8586 -0.875 0.788 -0.151 0.1184
C -11.6568 9.1868 14.9270 0.229 -0.381 0.056 -0.1243
C -11.0612 7.7328 15.2213 0.513 1.432 0.786 -0.1295
O -12.1688 6.9123 15.5722 -1.984 0.347 -0.685 -0.1956
S -13.5444 7.7984 15.6304 -0.455 -0.420 -0.080 0.6558
O -14.2679 7.3918 16.8212 1.213 1.051 -1.363 -0.2519
O -14.2314 7.8165 14.3663 0.719 -0.361 1.055 -0.2262
O -12.8294 9.2408 15.7814 0.086 -1.324 0.701 -0.2629
H -12.0302 9.4398 13.9347 0.138 -0.962 -0.407 0.1201
H -11.0101 10.0406 15.1296 0.157 -0.351 0.807 0.1142
H -10.4932 7.6702 16.1495 0.276 1.003 0.071 0.1214
H -10.3608 7.3003 14.5068 -0.829 -0.009 -0.700 0.1298
C -15.6136 12.7545 18.0954 -1.292 0.738 1.261 -0.2529
C -15.0750 13.9762 17.4198 0.901 0.989 -0.171 -0.1506
O -14.7800 13.5565 16.0621 0.469 -1.057 -0.971 -0.2226
S -14.1885 12.0451 16.1058 -1.379 0.633 1.870 0.6841
O -12.7954 12.0896 16.5454 -2.136 -0.254 -1.070 -0.2596
O -14.6394 11.2753 14.9664 0.975 1.249 1.187 -0.2513
O -15.2040 11.6422 17.3780 2.464 -1.713 -2.312 -0.2365
H -16.7015 12.7631 18.0285 -0.080 0.029 0.141 0.0860
H -15.3345 12.6760 19.1461 0.159 0.074 -0.321 0.0803
H -14.1363 14.3689 17.8106 -0.048 -0.214 0.376 0.1118
H -15.7853 14.8029 17.4141 0.009 -0.252 -0.363 0.0950
C -15.2335 8.4135 20.7535 2.698 -0.621 0.198 -0.2228
C -15.7159 9.0514 19.5187 -0.905 -0.244 -0.605 -0.1895
O -16.0590 10.4087 19.8814 0.237 0.123 1.154 -0.2324
S -16.2208 10.5754 21.4928 -2.010 -0.177 0.108 0.7168
O -17.6262 10.8950 21.7985 2.991 -1.041 -0.600 -0.2258
O -15.2084 11.4239 22.0672 -0.833 -0.977 -0.765 -0.2570
O -15.9145 8.9865 21.8088 -1.844 2.032 1.410 -0.1567
H -14.1822 8.6515 20.9158 0.335 -0.246 -0.076 0.0885
H -15.3397 7.3288 20.7600 -0.259 0.136 0.060 0.1550
H -16.5959 8.4677 19.2485 -0.276 0.737 -0.490 0.0794
H -14.9778 9.0405 18.7167 -0.156 0.222 0.028 0.1129
C -16.7620 19.8444 18.3024 0.758 0.640 -1.282 -0.1617
C -15.3390 19.8386 17.6920 -0.768 2.649 0.623 -0.2238
O -14.6786 18.7675 18.1875 1.038 -4.677 1.528 -0.1858
S -15.4847 17.8881 19.3142 -1.567 -1.384 0.732 0.7936
O -14.7566 17.7896 20.5770 -1.348 0.283 -2.808 -0.2204
O -16.1165 16.6358 18.7602 2.064 4.144 1.113 -0.2992
O -16.6535 19.0812 19.5243 0.578 -0.626 -1.235 -0.1812
H -17.4872 19.5575 17.5409 -0.240 -1.211 0.533 0.1244
H -17.0034 20.9028 18.4002 -0.078 -0.122 1.244 0.1281
H -14.7704 20.6486 18.1489 -0.255 0.703 -0.408 0.1327
H -15.2765 19.9333 16.6080 -0.243 -0.415 0.035 0.1398
```
Positions in Å, forces in eV/Å.

Calculated values
- Largest force on an atom: 0.111 hartree/bohr
- Calculated total energy: -9277.40224 Eh
- E_LUMO: 0.131 eV
- SMILES: C[C@H]1COC(=O)O1.C[C@H]1COC(=O)O1.C[C@H]1COC(=O)O1.C[C@H]1COC(=O)O1.C[C@H]1COC(=O)O1.O=S1(=O)OCCO1.O=S1(=O)OCCO1.O=S1(=O)OCCO1.O=S1(=O)OCCO1.ClC(Cl)Cl.ClC(Cl)Cl.ClC(Cl)Cl
- Highest occupied orbital energy: -10.48 eV
- Net charge: 0
- Frontier orbital gap: 10.61 eV
- Spin multiplicity: 1